C16H18N8PdS3 | ωB97M-V/def2-TZVPD

## Properties
* orbital gap (spin up / spin down): 0.2484 / 0.1534 hartree
* electronic energy: -64777.57514 eV
* E_HOMO (spin up / spin down): -0.47992 / -0.48658 hartree
* LUMO (spin up / spin down): -6.30 / -9.07 eV
* energy relative to the best compared isomer or geometry (same formula, charge and spin): 1.36 kcal/mol

```
! wB97M-V def2-TZVPD RIJCOSX def2/J DEFGRID3
* xyz 2 3
Pd -0.059 -0.004 -0.228
N -3.557 -1.106 -0.280
C -2.796 -1.656 0.651
N -1.520 -1.389 0.818
C -1.004 -2.097 1.868
C -1.903 -2.943 2.500
S -3.438 -2.847 1.785
C 0.354 -1.892 2.248
C 1.000 -2.515 3.306
S 2.597 -1.963 3.455
C 2.316 -0.902 2.069
N 1.113 -0.986 1.562
N 3.269 -0.102 1.611
H -3.187 -0.279 -0.758
H -4.550 -1.278 -0.295
H -1.728 -3.599 3.338
H 0.607 -3.254 3.987
H 4.164 -0.040 2.066
H 3.071 0.486 0.811
N 1.698 2.559 -0.908
C 2.867 3.055 -1.352
C 3.607 1.989 -1.809
C 2.787 0.871 -1.606
N 1.630 1.230 -1.055
H 0.914 3.074 -0.544
H 3.091 4.109 -1.325
H 4.592 2.018 -2.240
H 2.987 -0.159 -1.852
N -1.088 -0.306 -3.366
C -1.823 0.773 -3.060
S -1.730 1.423 -1.477
N -2.565 1.284 -4.040
C -3.482 2.377 -4.100
C -4.217 2.849 -3.018
C -5.076 3.925 -3.193
C -5.219 4.523 -4.434
C -4.519 4.020 -5.521
C -3.659 2.950 -5.356
H -0.465 -0.670 -2.669
H -1.056 -0.697 -4.295
H -2.391 0.888 -4.955
H -4.153 2.384 -2.050
H -5.641 4.294 -2.348
H -5.880 5.369 -4.560
H -4.642 4.464 -6.499
H -3.117 2.562 -6.212
*
```